C37H47FN2O6PReS2 | ωB97M-V/def2-TZVPD

Values from the calculation:
E, eV: -90199.8252
Energy relative to the best compared isomer or geometry (same formula, charge and spin), kJ/mol: 160.9
2S+1: 4
Net charge: +1
Expectation value of S²: 3.814
Gap between HOMO and LUMO (alpha / beta), eV: 5.2 / 8.0
Lowest unoccupied orbital energy (alpha / beta), eV: -2.84 / -2.92
HOMO (alpha / beta), eV: -8.011 / -10.931

```
97
Properties=species:S:1:pos:R:3:forces:R:3
Re 0.1965 1.1404 -0.7997 0.60 1.71 -1.65
O 2.5181 0.1012 -1.4982 -0.30 0.41 0.16
S 3.5074 -0.9112 -1.9215 0.16 -1.42 0.03
C 4.0532 -1.8067 -0.3621 0.00 0.20 -0.29
C 3.3351 -1.2744 0.8646 0.08 0.29 -0.08
C 3.9212 0.0395 1.3832 -0.11 -0.09 -0.15
C 3.1436 0.5700 2.5789 -0.22 0.07 -0.13
S 1.5475 1.3958 2.0413 1.00 0.42 1.47
O 1.7612 1.4706 0.5473 -0.36 -0.19 -0.96
C 2.0102 3.0690 2.5419 -0.19 -0.07 -0.09
C 1.9196 3.4749 3.8620 -0.02 -0.20 0.00
C 2.3123 4.7602 4.2001 0.01 -0.01 0.01
C 2.7862 5.6237 3.2238 -0.03 0.04 -0.01
C 2.8474 5.2128 1.9019 -0.01 0.00 0.07
C 2.4510 3.9324 1.5564 0.00 -0.17 -0.22
C 2.5395 -2.2928 -2.5903 0.35 0.29 -0.03
C 3.1559 -3.1551 -3.4796 0.01 0.08 0.06
C 2.4290 -4.1989 -4.0255 0.02 -0.06 -0.05
C 1.1000 -4.3746 -3.6718 0.06 -0.05 -0.04
C 0.4945 -3.5110 -2.7736 0.06 0.02 0.00
C 1.2132 -2.4554 -2.2400 -0.03 0.18 0.17
H 5.1286 -1.6488 -0.2937 0.07 -0.03 0.01
H 3.8565 -2.8664 -0.5110 0.05 0.02 -0.07
H 3.3924 -2.0299 1.6514 -0.07 -0.06 0.01
H 2.2862 -1.1084 0.6137 -0.09 -0.11 0.03
H 3.9047 0.7827 0.5826 0.12 -0.05 0.07
H 4.9610 -0.1149 1.6798 0.00 0.03 0.07
H 3.7158 1.3019 3.1434 -0.07 0.05 0.01
H 2.8532 -0.2409 3.2457 -0.06 -0.02 0.09
H 1.5572 2.7948 4.6185 -0.07 -0.06 0.14
H 2.2508 5.0877 5.2263 0.00 0.01 0.10
H 3.1028 6.6199 3.4925 0.01 0.09 0.04
H 3.2052 5.8832 1.1354 0.03 0.07 -0.05
H 2.4766 3.5912 0.5314 0.02 0.06 -0.06
H 4.1894 -2.9963 -3.7436 0.18 -0.02 -0.13
H 2.8954 -4.8629 -4.7389 0.01 -0.05 -0.01
H 0.5366 -5.1816 -4.1103 -0.10 -0.13 -0.04
H -0.5381 -3.6515 -2.4959 -0.17 0.00 0.02
H 0.7533 -1.7460 -1.5665 -0.06 0.07 0.06
C -5.6475 -3.2728 0.6750 0.13 -0.06 -0.18
C -4.4039 -4.0998 0.3412 -0.83 -0.48 0.13
C -4.2418 -5.1796 1.4098 0.21 -0.04 -0.22
C -2.8744 -5.8386 1.3251 -0.22 0.08 0.05
C -1.8373 -4.7784 1.5236 0.26 -0.32 0.30
C -0.6961 -5.0232 2.2670 -0.32 0.16 -0.30
C 0.2424 -4.0159 2.4207 0.26 0.60 -0.12
F 1.3538 -4.2566 3.1437 -0.22 -0.01 -0.07
C 0.0864 -2.7790 1.8398 0.08 -0.39 0.20
C -1.0537 -2.5147 1.0722 -0.02 -0.15 0.18
C -1.1801 -1.2517 0.3733 -0.58 -0.14 -0.39
O -0.2700 -0.3579 0.4277 -0.71 -1.65 1.11
C -2.3580 -1.1050 -0.4203 0.63 0.25 0.19
C -3.3134 -2.0798 -0.4185 0.16 -0.38 0.26
N -3.2188 -3.2362 0.2694 0.21 0.77 -0.42
C -2.0523 -3.5129 0.9597 0.57 0.44 0.14
C -2.6406 0.1399 -1.2111 -0.55 0.08 -0.09
O -3.7959 0.4600 -1.4318 0.17 -0.23 0.02
O -1.6291 0.8269 -1.6478 0.56 0.03 0.27
H -6.4781 -3.9411 0.8772 -0.10 -0.11 -0.01
H -5.9450 -2.6136 -0.1326 -0.08 0.09 -0.08
H -5.4712 -2.6733 1.5647 0.04 0.06 0.11
H -4.5300 -4.5751 -0.6408 0.06 0.02 0.14
H -5.0339 -5.9157 1.2786 -0.06 0.07 -0.01
H -4.3599 -4.7303 2.3979 -0.06 0.03 0.03
H -2.7544 -6.3089 0.3457 0.06 -0.05 -0.01
H -2.7726 -6.6128 2.0837 0.04 -0.05 -0.04
H -0.5360 -5.9885 2.7218 0.05 -0.09 0.03
H 0.8307 -2.0120 1.9766 0.08 0.02 -0.04
H -4.1986 -1.9228 -1.0132 -0.15 0.03 0.08
C 1.5682 4.2128 -3.2248 -0.17 -0.40 0.02
C 0.9970 2.7874 -3.3316 0.33 0.22 -1.20
C 2.0085 1.8663 -4.0419 -0.22 0.33 0.11
C -0.3344 2.8034 -4.1189 0.32 -0.07 0.26
N 0.6840 2.2813 -2.0750 -0.82 -0.16 1.74
H 1.6574 4.6509 -4.2137 0.06 0.10 -0.15
H 2.5499 4.1820 -2.7624 0.18 0.06 0.09
H 0.9102 4.8282 -2.6183 -0.09 0.11 0.06
H 2.2485 2.2696 -5.0207 0.08 -0.01 -0.21
H 1.5837 0.8727 -4.1438 -0.05 -0.18 -0.09
H 2.9131 1.7929 -3.4477 0.16 -0.01 0.04
H -0.1299 2.9404 -5.1767 -0.02 0.07 -0.13
H -0.9703 3.6072 -3.7600 -0.13 0.10 0.01
H -0.8509 1.8589 -3.9623 -0.08 -0.05 -0.12
C -3.4119 2.3634 1.5742 0.51 0.31 -0.19
P -1.9459 3.4095 1.2612 -0.77 0.55 0.09
C -2.2216 4.2332 -0.3364 0.11 -0.30 0.53
C -1.9310 4.7012 2.5583 -0.04 -0.52 -0.51
O -0.6756 2.6206 1.2748 0.28 -0.30 -0.19
H -4.2508 2.9600 1.9157 -0.15 0.11 0.04
H -3.1567 1.6274 2.3335 0.04 -0.01 0.10
H -3.6953 1.8473 0.6574 0.00 -0.02 -0.06
H -3.1908 4.7187 -0.3766 -0.17 0.07 0.02
H -2.1578 3.4734 -1.1146 -0.03 -0.06 -0.06
H -1.4372 4.9681 -0.4940 0.11 0.07 -0.01
H -2.8792 5.2278 2.5887 -0.15 0.09 0.01
H -1.1312 5.4068 2.3562 0.13 0.07 -0.08
H -1.7413 4.2338 3.5212 -0.02 -0.09 0.08
```
Positions in Å, forces in eV/Å.

C37H47FN6O6SSbTi | ωB97M-V/def2-TZVPD

Values from the calculation:
E, eV: -103561.5801
Energy relative to the best compared isomer or geometry (same formula, charge and spin), kJ/mol: 0.0
2S+1: 2
Expectation value of S²: 0.786
Gap between HOMO and LUMO (alpha / beta), eV: 4.6 / 4.6
Lowest unoccupied orbital energy (alpha / beta), eV: -0.99 / -1.00
HOMO (alpha / beta), eV: -5.566 / -5.572

```
100
Properties=species:S:1:pos:R:3:forces:R:3
Ti -0.1548 0.9814 -0.1796 -0.74 0.73 -1.46
C 3.6306 2.0070 -6.1741 -0.06 0.02 0.03
C 3.1152 1.7823 -4.7759 -0.26 0.24 0.00
C 3.7032 0.8593 -3.9399 0.27 -0.18 0.03
C 3.1913 0.6625 -2.6306 -0.12 -0.18 -0.07
C 3.9431 -0.2209 -1.8468 0.11 -0.19 -0.14
N 3.7894 -0.5860 -0.5976 0.21 0.40 0.37
C 4.9762 -1.0456 0.1532 -0.10 -0.30 -0.07
C 4.7120 -1.8285 1.4310 -0.19 -0.02 -0.12
C 4.2847 -3.2950 1.2858 -0.04 0.11 -0.08
N 3.0153 -3.5228 0.6032 0.03 -0.03 0.14
C 1.9130 -2.7405 0.8234 0.03 0.11 -0.03
C 1.6366 -2.0421 2.0213 -0.06 -0.27 -0.09
C 2.0492 -2.3912 3.3235 -0.04 0.00 0.07
C 1.8362 -1.5554 4.4213 0.10 -0.05 -0.02
C 2.2161 -2.0013 5.8106 -0.05 0.03 -0.06
C 1.2746 -0.3073 4.2115 0.04 0.06 0.04
C 0.8537 0.0851 2.9244 -0.20 0.31 0.09
C 0.4837 1.4748 2.6879 0.40 -0.35 0.18
N 0.3485 2.0528 1.5501 -0.31 0.18 0.55
C 0.1163 3.5139 1.5919 -0.01 0.00 -0.07
C 0.4581 4.2259 0.2863 -0.08 -0.19 -0.04
C -0.6198 4.0916 -0.7797 -0.02 -0.11 0.22
N -0.5610 2.7822 -1.5080 -0.15 -0.02 -0.22
C 0.2257 2.9282 -2.7220 0.10 -0.04 0.16
C 1.3921 2.2757 -3.0467 -0.29 0.11 0.19
C 2.0097 2.4860 -4.3141 0.21 -0.14 -0.04
C 2.0422 1.3346 -2.1870 0.17 0.42 -0.23
O 1.5404 1.1139 -0.9801 -0.04 -0.48 0.08
C 0.9360 -0.8170 1.8710 -0.07 0.25 0.04
O 0.4420 -0.5076 0.6925 0.35 -0.43 0.76
H 4.6401 1.6131 -6.2940 -0.01 0.01 0.01
H 3.6431 3.0694 -6.4212 0.02 -0.02 0.00
H 2.9876 1.5090 -6.9032 0.02 0.00 0.00
H 4.5701 0.2911 -4.2588 -0.03 0.03 0.03
H 4.8130 -0.6635 -2.3287 0.00 0.10 0.01
H 3.0204 -0.1416 -0.0965 -0.04 -0.14 -0.02
H 5.5671 -0.1657 0.4122 0.00 0.06 -0.02
H 5.5762 -1.6444 -0.5365 -0.01 0.02 -0.04
H 3.9863 -1.2880 2.0396 0.08 0.01 0.07
H 5.6501 -1.8361 1.9907 -0.01 0.05 0.03
H 4.2531 -3.7295 2.2858 0.05 -0.03 0.00
H 5.0444 -3.8427 0.7261 0.01 -0.02 0.02
H 3.1004 -3.8473 -0.3442 -0.02 -0.03 0.00
H 1.2809 -2.5633 -0.0357 0.00 0.01 0.00
H 2.5176 -3.3556 3.4813 -0.03 0.02 0.02
H 2.9231 -2.8302 5.7813 0.00 0.01 0.00
H 1.3338 -2.3351 6.3609 0.02 -0.01 0.00
H 2.6665 -1.1852 6.3770 0.00 -0.02 0.00
H 1.1722 0.3896 5.0371 -0.01 -0.02 -0.02
H 0.4300 2.0966 3.5844 0.05 0.00 0.03
H 0.7173 3.9296 2.4024 0.05 -0.04 0.04
H -0.9352 3.6843 1.8306 -0.05 -0.05 -0.01
H 1.4110 3.8595 -0.1052 0.05 0.08 -0.01
H 0.5771 5.2853 0.5175 0.04 0.02 -0.01
H -0.5204 4.8846 -1.5201 0.00 0.00 -0.08
H -1.6013 4.1940 -0.3136 -0.01 -0.03 0.01
H -0.1840 3.6401 -3.4294 -0.09 -0.04 -0.03
H 1.5513 3.2254 -4.9644 0.01 -0.03 -0.02
F -4.7358 4.1478 -4.6212 0.01 0.02 -0.01
C -4.0766 3.5583 -3.5852 -0.09 0.00 0.13
C -3.1916 2.6153 -3.9139 0.22 -0.06 -0.03
N -2.2559 1.9799 -3.1373 -0.13 -0.15 -0.08
C -1.8777 0.6134 -3.5689 -0.20 0.19 0.23
C -0.8268 -0.0514 -2.6794 -0.11 0.15 -0.17
O 0.2023 -0.4766 -3.1510 -0.08 -0.33 0.08
O -1.1651 -0.1439 -1.3938 0.69 -0.02 -0.41
C -2.6296 1.8890 -0.7490 -0.36 0.53 -0.06
O -2.0392 1.6940 0.4017 0.43 0.00 -0.27
N -4.7556 3.3824 -1.2072 -0.20 0.06 -0.05
C -4.4844 4.1899 -2.2957 0.09 -0.07 0.02
O -4.6629 5.3861 -2.2141 -0.08 0.01 -0.01
H -3.1698 2.3270 -4.9617 0.01 0.04 -0.01
H -1.4693 0.6525 -4.5765 -0.01 0.05 -0.05
H -2.7648 -0.0324 -3.5569 0.01 -0.04 -0.01
H -5.0620 3.8966 -0.3941 0.11 0.07 0.01
S -4.3997 1.7494 -0.9946 0.15 -0.23 0.18
C -1.9580 2.3452 -1.8189 0.32 0.03 0.06
C -5.3758 -2.7137 1.3505 -0.01 0.12 -0.01
C -4.6966 -1.3900 1.6995 -0.01 -0.09 0.04
Sb -2.5323 -1.2936 1.7445 -0.13 -0.34 0.18
C -2.1388 -2.5072 3.5134 -0.12 0.01 0.08
C -3.2910 -3.2857 4.1511 0.11 0.05 -0.04
C -2.1902 -2.8281 0.2475 0.02 -0.04 0.10
C -2.1827 -4.2770 0.7302 -0.01 0.09 -0.07
H -6.4581 -2.5783 1.2695 0.01 -0.02 -0.01
H -5.2002 -3.4766 2.1070 0.02 -0.01 0.00
H -5.0277 -3.1052 0.3929 0.00 0.00 0.02
H -5.0262 -1.0282 2.6774 -0.05 0.01 -0.04
H -4.9837 -0.6238 0.9759 -0.02 0.04 0.04
H -1.7328 -1.7934 4.2352 0.03 -0.04 0.01
H -1.3195 -3.1812 3.2514 0.03 0.04 0.01
H -4.1454 -2.6394 4.3647 0.01 -0.03 -0.02
H -2.9805 -3.7400 5.0967 -0.02 0.01 -0.01
H -3.6380 -4.0908 3.5039 0.00 0.00 0.01
H -1.2441 -2.5677 -0.2283 -0.02 0.00 -0.06
H -2.9705 -2.6718 -0.5009 0.05 0.01 -0.05
H -1.3584 -4.4640 1.4212 -0.01 -0.01 0.00
H -2.0666 -4.9677 -0.1101 0.02 0.00 0.02
H -3.1096 -4.5382 1.2423 0.01 -0.01 0.00
```
Positions in Å, forces in eV/Å.